Here is 12 unconnected molecules or ions with the total composition C35H80N10O16 in a non-equilibrium geometry from OMol25. Energies are from ωB97M-V/def2-TZVPD.

Each atom is followed by the atoms it is bonded to, with distances in Å.
Positions of all 141 atoms, in Å:
1 C -6.1594 0.7806 -2.6677  O2 1.457, H7 1.090, H8 1.090, H9 1.090
2 O -6.5766 2.0554 -2.0984  C1 1.457, C3 1.367
3 C -6.3301 3.1577 -2.8679  O2 1.367, O4 1.239, O5 1.399
4 O -5.7314 3.1431 -3.9525  C3 1.239
5 O -6.9126 4.2356 -2.1921  C3 1.399, C6 1.422
6 C -6.6217 5.5771 -2.5647  O5 1.422, H10 1.090, H11 1.090, H12 1.090
7 H -6.4346 0.6133 -3.7090  C1 1.090
8 H -6.6107 -0.0809 -2.1755  C1 1.090
9 H -5.1037 0.5296 -2.5655  C1 1.090
10 H -5.5567 5.7692 -2.4343  C6 1.090
11 H -7.1108 6.2728 -1.8830  C6 1.090
12 H -6.8757 5.8028 -3.6004  C6 1.090
13 C 6.8257 1.9815 -5.0470  O14 1.469, H19 1.090, H20 1.090, H21 1.090
14 O 7.4694 1.7947 -3.7403  C13 1.469, C15 1.323
15 C 6.7784 1.0857 -2.8626  O14 1.323, O16 1.221, O17 1.334
16 O 5.6262 0.7090 -3.0057  C15 1.221
17 O 7.4790 0.9677 -1.7330  C15 1.334, C18 1.388
18 C 7.0273 0.3059 -0.5994  O17 1.388, H22 1.090, H23 1.090, H24 1.090
19 H 6.9037 1.0827 -5.6587  C13 1.090
20 H 7.3526 2.7711 -5.5828  C13 1.090
21 H 5.8130 2.3847 -5.0462  C13 1.090
22 H 7.4084 0.7648 0.3129  C18 1.090
23 H 7.2819 -0.7540 -0.5967  C18 1.090
24 H 5.9439 0.3461 -0.4872  C18 1.090
25 C 0.9404 -6.3686 2.9377  N26 1.438, H30 1.090, H31 1.090, H32 1.090
26 N 1.8599 -5.5482 2.1959  C25 1.438, C27 1.306, H33 1.010
27 C 2.5549 -4.5625 2.6980  N26 1.306, C28 1.518, O29 1.253
28 C 3.5900 -3.9996 1.7415  C27 1.518, H34 1.090, H35 1.090, H36 1.090
29 O 2.3660 -4.0732 3.8362  C27 1.253
30 H -0.0497 -6.1608 2.5319  C25 1.090
31 H 0.8665 -5.9700 3.9495  C25 1.090
32 H 1.3083 -7.3946 2.9530  C25 1.090
33 H 2.2809 -5.9202 1.3565  N26 1.010
34 H 4.0016 -3.2071 2.3665  C28 1.090
35 H 3.0842 -3.4314 0.9608  C28 1.090
36 H 4.2861 -4.7727 1.4162  C28 1.090
37 C 7.3010 5.3716 -0.4075  N38 1.516, H42 1.090, H43 1.090, H44 1.090
38 N 5.9174 5.2614 0.2030  C37 1.516, C39 1.311, H45 1.010
39 C 4.7415 5.1806 -0.3705  N38 1.311, C40 1.553, O41 1.226
40 C 4.6286 5.4057 -1.9026  C39 1.553, H46 1.090, H47 1.090, H48 1.090
41 O 3.7476 4.9360 0.3035  C39 1.226
42 H 7.7754 4.4105 -0.6060  C37 1.090
43 H 7.9161 5.8642 0.3456  C37 1.090
44 H 7.3866 5.9592 -1.3216  C37 1.090
45 H 5.8671 5.0935 1.1977  N38 1.010
46 H 5.3713 6.0642 -2.3528  C40 1.090
47 H 3.6446 5.8121 -2.1367  C40 1.090
48 H 4.7253 4.4644 -2.4438  C40 1.090
49 C -4.9534 1.8581 10.2771  N50 1.428, H54 1.090, H55 1.090, H56 1.090
50 N -4.5430 1.4160 8.9828  C49 1.428, C51 1.347, H57 1.010
51 C -5.3405 1.4968 7.9008  N50 1.347, C52 1.578, O53 1.246
52 C -4.7825 0.9709 6.5219  C51 1.578, H58 1.090, H59 1.090, H60 1.090
53 O -6.4937 1.9638 7.8416  C51 1.246
54 H -4.2162 2.5658 10.6563  C49 1.090
55 H -5.0490 0.9638 10.8928  C49 1.090
56 H -5.8887 2.4141 10.3427  C49 1.090
57 H -3.5793 1.1495 8.8397  N50 1.010
58 H -4.4652 -0.0716 6.5448  C52 1.090
59 H -3.8552 1.4516 6.2103  C52 1.090
60 H -5.5384 1.0761 5.7436  C52 1.090
61 C 3.1348 1.0566 5.8256  N62 1.470, H66 1.090, H67 1.090, H68 1.090
62 N 2.1747 -0.0135 6.1326  C61 1.470, C63 1.326, H69 1.010
63 C 1.0746 0.1032 6.8645  N62 1.326, C64 1.517, O65 1.216
64 C 0.2289 -1.1545 6.9297  C63 1.517, H70 1.090, H71 1.090, H72 1.090
65 O 0.6353 1.1295 7.3454  C63 1.216
66 H 2.7273 2.0353 5.5724  C61 1.090
67 H 3.6627 0.6413 4.9671  C61 1.090
68 H 3.8074 1.1114 6.6817  C61 1.090
69 H 2.3280 -0.9546 5.7994  N62 1.010
70 H 0.8401 -2.0357 7.1245  C64 1.090
71 H -0.0777 -1.2953 5.8932  C64 1.090
72 H -0.6791 -0.9882 7.5092  C64 1.090
73 C -0.8278 -5.9788 -2.3170  N74 1.434, H78 1.090, H79 1.090, H80 1.090
74 N -0.4162 -7.3444 -2.1731  C73 1.434, C75 1.315, H81 1.010
75 C 0.8546 -7.6806 -2.1649  N74 1.315, C76 1.511, O77 1.218
76 C 1.1317 -9.1645 -2.2359  C75 1.511, H82 1.090, H83 1.090, H84 1.090
77 O 1.7315 -6.8832 -1.8851  C75 1.218
78 H -0.5492 -5.5125 -3.2620  C73 1.090
79 H -0.2066 -5.3508 -1.6785  C73 1.090
80 H -1.8778 -5.8539 -2.0524  C73 1.090
81 H -1.0984 -8.0818 -2.0680  N74 1.010
82 H 1.4928 -9.5567 -1.2851  C76 1.090
83 H 1.9401 -9.3310 -2.9478  C76 1.090
84 H 0.2981 -9.7759 -2.5813  C76 1.090
85 C -6.4305 -7.3826 2.1626  N86 1.490, H90 1.090, H91 1.090, H92 1.090
86 N -5.5132 -6.2172 2.3014  C85 1.490, C87 1.338, H93 1.010
87 C -5.5166 -5.0756 1.6041  N86 1.338, C88 1.496, O89 1.243
88 C -4.4824 -4.0556 1.9624  C87 1.496, H94 1.090, H95 1.090, H96 1.090
89 O -6.3609 -4.7872 0.7394  C87 1.243
90 H -7.2061 -7.2335 1.4114  C85 1.090
91 H -7.0282 -7.4924 3.0674  C85 1.090
92 H -5.8959 -8.3158 1.9848  C85 1.090
93 H -4.6213 -6.4346 2.7226  N86 1.010
94 H -3.8603 -4.4652 2.7582  C88 1.090
95 H -4.9836 -3.1296 2.2446  C88 1.090
96 H -3.8405 -3.7184 1.1486  C88 1.090
97 C -0.8779 4.9416 3.9396  N98 1.465, H102 1.090, H103 1.090, H104 1.090
98 N -0.9084 5.0408 2.4779  C97 1.465, C99 1.327, H105 1.010
99 C -1.9405 4.7133 1.7112  N98 1.327, C100 1.529, O101 1.214
100 C -1.6660 4.7479 0.2078  C99 1.529, H106 1.090, H107 1.090, H108 1.090
101 O -3.0163 4.2930 2.0855  C99 1.214
102 H 0.1788 4.9658 4.2059  C97 1.090
103 H -1.3430 4.0215 4.2935  C97 1.090
104 H -1.3239 5.8028 4.4372  C97 1.090
105 H 0.0349 5.1041 2.1226  N98 1.010
106 H -2.0307 3.8069 -0.2042  C100 1.090
107 H -0.5933 4.6398 0.0475  C100 1.090
108 H -2.1352 5.6192 -0.2490  C100 1.090
109 C -0.3173 3.4175 -5.6619  N110 1.456, H114 1.090, H115 1.090, H116 1.090
110 N -1.3697 4.4142 -5.5228  C109 1.456, C111 1.342, H117 1.010
111 C -1.2712 5.7134 -5.8440  N110 1.342, C112 1.453, O113 1.265
112 C -2.5055 6.4420 -6.0842  C111 1.453, H118 1.090, H119 1.090, H120 1.090
113 O -0.1301 6.1806 -6.1249  C111 1.265
114 H -0.5187 2.8105 -6.5446  C109 1.090
115 H -0.2224 2.8140 -4.7593  C109 1.090
116 H 0.6891 3.8153 -5.7919  C109 1.090
117 H -2.3124 4.1059 -5.3322  N110 1.010
118 H -2.3728 7.2585 -6.7940  C112 1.090
119 H -2.8692 6.9541 -5.1933  C112 1.090
120 H -3.3341 5.9385 -6.5821  C112 1.090
121 C 2.7086 -2.9574 -5.4002  N122 1.483, H126 1.090, H127 1.090, H128 1.090
122 N 2.2830 -2.9056 -6.8200  C121 1.483, C123 1.344, H129 1.010
123 C 2.8210 -2.2213 -7.8435  N122 1.344, C124 1.458, O125 1.244
124 C 2.2507 -2.3672 -9.1770  C123 1.458, H130 1.090, H131 1.090, H132 1.090
125 O 3.8033 -1.4835 -7.6484  C123 1.244
126 H 1.9517 -2.5942 -4.7050  C121 1.090
127 H 3.6271 -2.4003 -5.2159  C121 1.090
128 H 2.9718 -4.0065 -5.2651  C121 1.090
129 H 1.5786 -3.5866 -7.0652  N122 1.010
130 H 3.0108 -2.8982 -9.7501  C124 1.090
131 H 2.0020 -1.3923 -9.5963  C124 1.090
132 H 1.3577 -2.9921 -9.1665  C124 1.090
133 C -0.3788 0.0493 1.4845  C134 1.478, H137 1.090, H138 1.090, H139 1.090
134 C 0.1114 0.0286 0.0900  C133 1.478, N135 1.325, O136 1.253
135 N 1.2034 0.7181 -0.2066  C134 1.325, H140 1.010, H141 1.010
136 O -0.5898 -0.5615 -0.7646  C134 1.253
137 H 0.2294 0.7365 2.0726  C133 1.090
138 H -0.2778 -0.9838 1.8171  C133 1.090
139 H -1.4351 0.3045 1.5694  C133 1.090
140 H 1.5178 0.6870 -1.1659  N135 1.010
141 H 1.5265 1.4853 0.3652  N135 1.010

Its HOMO-LUMO gap is 9.12 eV. As for the multiplicity: 1. As for the calculated total energy: -3133.0298 a.u.